Record 1
Molecular formula: C6H14N2O
Method: DFT, wB97M-V/def2-TZVPD

Last column: Mulliken charge in e.
CARTESIAN COORDINATES (ANGSTROEM)
C 1.31502 -0.65354 -0.28192  -1.102
C 0.81703 0.79214 2.12004  -1.527
C 0.37610 0.97315 0.68021  0.960
N 1.39473 -0.22310 -1.65085  -0.483
O 0.71601 1.96777 0.00206  -0.735
H 2.16601 -0.64774 -2.15329  0.214
H 1.48362 0.79205 -1.68193  0.212
H 2.18802 -0.38571 0.32001  0.501
H 1.33239 -1.74561 -0.23241  0.484
H 0.84108 -0.25142 2.43922  0.364
H 0.12036 1.32512 2.77231  0.422
H 1.81646 1.20655 2.26033  0.370
C -1.21817 -1.52953 -1.16070  -1.177
N -1.80805 1.23082 -0.57349  -0.711
C -1.15367 0.45561 0.46490  0.135
C -0.78423 -0.92309 0.11002  -0.534
H -2.32086 1.99767 -0.15286  0.267
H -1.08200 1.65557 -1.15544  0.304
H -1.67114 0.51589 1.42397  0.524
H -0.61450 -1.58304 0.95505  0.492
H -2.22872 -1.19761 -1.41218  0.383
H -0.53355 -1.15391 -1.95178  0.318
H -1.15194 -2.61804 -1.14129  0.318

Results
F_max   3.749 eV Å⁻¹
Relative energy (zero: lowest compared OMol25 entry of this formula, charge and spin)   421.23 kJ/mol
Calculated total energy   -421.63983 Ha
Orbital gap   8.8 eV
E_LUMO   0.610 eV

Record 2
Molecular formula: C3H3FN2
Method: DFT, wB97M-V/def2-TZVPD

Last column: Mulliken charge in e.
CARTESIAN COORDINATES (ANGSTROEM)
C -0.08454 -0.71976 0.38035  -0.273
C 0.56142 0.63733 0.37730  0.234
C -2.11418 0.13817 -0.25516  0.109
N -1.33638 -0.79663 0.13873  -0.375
N -0.05322 1.66334 0.12460  -0.613
F -3.37572 0.21095 0.13211  -0.215
H 0.53107 -1.60244 0.30163  0.383
H 1.63821 0.55237 0.50043  0.351
H -1.75278 0.97183 -0.87019  0.400

Results
F_max   2.314 eV Å⁻¹
Relative energy (zero: lowest compared OMol25 entry of this formula, charge and spin)   354.67 kJ/mol
Calculated total energy   -325.35655 Ha
Orbital gap (spin up / spin down)   8.4 / 7.4 eV
E_LUMO (spin up / spin down)   -0.945 / -0.723 eV

Record 3
Molecular formula: C2H4F3LuO4S
Method: DFT, wB97M-V/def2-TZVPD

Last column: Mulliken charge in e.
CARTESIAN COORDINATES (ANGSTROEM)
Lu 2.37276 1.81058 -1.56370  1.963
O 1.71293 2.94231 0.02866  -0.701
S -0.69538 0.17948 -0.71085  1.055
O 0.67196 0.30171 -1.26341  -0.428
O -1.76575 1.01120 -1.18734  -0.463
C -1.08389 -1.58878 -1.20156  0.667
F -0.17180 -2.38677 -0.69550  -0.179
F -2.27728 -1.88670 -0.74986  -0.148
F -1.04688 -1.65170 -2.51298  -0.164
H 1.21756 2.73353 0.91413  0.353
O -0.76710 0.21865 0.97979  -0.228
C 0.26790 -0.33731 1.83630  -0.519
H 0.67534 -1.27792 1.45405  0.313
H 1.10266 0.37068 1.86103  0.211
H -0.21305 -0.43895 2.81122  0.270

Results
F_max   4.844 eV Å⁻¹
Calculated total energy   -2312.16167 Ha
Orbital gap   8.1 eV
E_LUMO   -11.373 eV
Charge   +2

Record 4
Molecular formula: H54O27
Method: DFT, wB97M-V/def2-TZVPD

Last column: Mulliken charge in e.
CARTESIAN COORDINATES (ANGSTROEM)
O -17.90652 -7.59701 -7.95151  -0.597
H -18.84686 -7.40945 -8.07098  0.241
H -17.57432 -6.96213 -7.31277  0.271
O -14.86025 -0.38730 -10.54306  -0.692
H -15.06074 -0.15833 -9.62964  0.312
H -15.71051 -0.48027 -10.95313  0.265
O -22.02708 -7.28627 -9.28603  -0.667
H -22.95660 -7.03152 -9.29138  0.319
H -21.65652 -6.88706 -10.08819  0.374
O -15.42599 -8.31580 -11.82993  -0.659
H -15.70178 -9.22640 -11.73230  0.294
H -14.93853 -8.05338 -11.04892  0.330
O -16.92839 -6.02977 -11.59049  -0.535
H -16.35549 -5.27386 -11.66683  0.283
H -16.38620 -6.78203 -11.94608  0.318
O -20.46590 -5.54281 -7.38248  -0.487
H -20.98628 -6.06306 -8.02597  0.318
H -19.79211 -4.97101 -7.81299  0.318
O -16.96193 -6.23911 -5.50270  -0.534
H -17.82462 -6.27309 -5.06417  0.372
H -16.43733 -7.01201 -5.18566  0.305
O -14.62851 -4.08295 -9.63730  -0.608
H -15.56182 -4.41161 -9.73332  0.255
H -14.65758 -3.16471 -9.87806  0.272
O -17.66980 -0.63739 -11.76272  -0.586
H -18.42082 -1.08250 -11.38693  0.319
H -17.87709 -0.36583 -12.65253  0.252
O -18.75940 1.24613 -7.65259  -0.678
H -18.49897 1.06675 -6.71219  0.323
H -18.18442 1.88272 -8.00859  0.288
O -15.85132 -0.01096 -4.88594  -0.746
H -15.57051 -0.91135 -4.78936  0.336
H -15.79775 0.19452 -5.83761  0.379
O -22.16175 -3.09050 -9.11083  -0.616
H -22.38388 -3.63060 -8.35384  0.293
H -22.20629 -2.18752 -8.70016  0.288
O -17.57867 -10.15800 -6.37625  -0.686
H -17.85039 -9.45743 -7.03742  0.382
H -16.92975 -10.70016 -6.85062  0.316
O -18.61839 -0.42113 -5.28812  -0.597
H -17.64807 -0.47915 -5.19253  0.365
H -18.96898 -0.43601 -4.39701  0.251
O -18.54732 -3.60636 -7.48564  -0.293
H -18.46598 -3.57255 -8.42734  0.149
H -17.67067 -3.69511 -7.08196  0.200
O -19.34030 -2.84733 -10.02813  -0.663
H -19.98785 -3.32214 -10.58755  0.302
H -19.88277 -2.22553 -9.48823  0.383
O -15.29065 -8.87595 -5.21981  -0.622
H -14.92602 -9.00794 -6.10891  0.305
H -15.98002 -9.53002 -5.17950  0.323
O -19.50690 -5.85072 -4.73805  -0.683
H -19.93323 -5.96452 -5.60453  0.337
H -20.23107 -5.83271 -4.10414  0.272
O -13.32521 -5.82553 -7.88123  -0.665
H -12.73001 -6.61087 -7.96965  0.286
H -13.46460 -5.43124 -8.76691  0.265
O -20.15941 -1.12489 -7.91385  -0.569
H -19.82118 -0.19420 -7.84276  0.375
H -19.72740 -1.52366 -7.13223  0.166
O -16.18728 -0.64297 -7.85322  -0.492
H -17.09520 -0.46230 -7.58562  0.256
H -15.99344 -1.53350 -7.56221  0.538
O -19.93206 -6.37359 -10.86213  -0.578
H -19.83136 -7.24812 -11.21605  0.289
H -19.03102 -6.03110 -11.02672  0.200
O -15.22841 -7.86640 -8.97309  -0.617
H -14.73377 -7.16153 -8.46836  0.297
H -16.18451 -7.87644 -8.77195  0.457
O -13.03244 -5.72467 -5.19045  -0.660
H -13.21172 -6.62527 -4.91869  0.294
H -13.29751 -5.60226 -6.10632  0.402
O -15.52168 -3.71886 -4.26048  -0.705
H -14.73288 -4.29231 -4.29835  0.327
H -16.18627 -4.40690 -4.54734  0.348
O -12.62113 -0.86839 -8.89563  -0.572
H -11.69627 -0.59040 -8.87327  0.270
H -13.09996 -0.32855 -9.51553  0.363
O -15.86674 -3.28264 -7.01228  -0.788
H -15.21549 -3.63216 -7.66797  0.225
H -15.44720 -3.33034 -6.14124  0.327

Results
F_max   2.472 eV Å⁻¹
Relative energy (zero: lowest compared OMol25 entry of this formula, charge and spin)   99.45 kJ/mol
Calculated total energy   -2063.97725 Ha
Orbital gap   10.8 eV
E_LUMO   -0.027 eV

Record 5
Molecular formula: C2H4Cl2NiO8P2
Method: DFT, wB97M-V/def2-TZVPD

Last column: Mulliken charge in e.
CARTESIAN COORDINATES (ANGSTROEM)
Ni 1.84508 -0.69273 -0.22401  -0.102
P 1.55895 -1.22476 -2.39810  1.115
O 0.62517 -0.19509 -1.74775  -0.603
O 1.49660 -1.35563 -3.95425  -0.924
O 1.67819 -2.32384 -1.30461  -0.573
O 2.78314 -0.47707 -1.96645  -0.571
P 1.88122 -0.02887 2.18304  1.163
O 2.77201 0.41862 0.98560  -0.582
O 0.67168 0.79170 2.71693  -0.795
O 2.34498 -0.81545 3.41043  -0.861
O 1.05821 -1.16080 1.54152  -0.517
Cl -2.40571 -0.20808 1.89975  -0.820
C -1.73131 0.74977 0.58750  -0.242
C -2.80624 1.18146 -0.39778  -0.710
Cl -3.25431 -0.14385 -1.58743  -0.850
H -0.88755 0.22426 0.14029  -0.138
H -1.41719 1.69825 1.02320  0.289
H -2.49390 2.03690 -0.99675  0.288
H -3.71900 1.52519 0.08886  0.433

Results
Multiplicity   4
F_max   6.952 eV Å⁻¹
Calculated total energy   -3791.39259 Ha
Orbital gap (spin up / spin down)   3.8 / 4.8 eV
E_LUMO (spin up / spin down)   11.808 / 10.775 eV
Charge   -5

Record 6
Molecular formula: C4H11NS
Method: DFT, wB97M-V/def2-TZVPD

Last column: Mulliken charge in e.
CARTESIAN COORDINATES (ANGSTROEM)
C -2.83069 1.43335 -0.83942  -0.800
S -2.17684 -0.09445 -0.09817  -0.099
C -0.39619 0.06627 -0.41464  -0.648
C 0.39248 -1.06567 0.21279  -0.705
C 1.89983 -0.90080 0.26808  -0.570
N 2.29706 0.10790 1.21251  -0.594
H -2.71036 2.26731 -0.15648  0.259
H -2.37793 1.60185 -1.81409  0.253
H -3.89665 1.27963 -0.99627  0.321
H -0.29870 0.07054 -1.50037  0.315
H -0.01562 1.00202 0.00458  0.399
H 0.05509 -1.23246 1.24632  0.361
H 0.08918 -1.98560 -0.29987  0.394
H 2.25995 -0.64915 -0.73502  0.362
H 2.27411 -1.91993 0.45161  0.288
H 3.30304 0.23682 1.29086  0.243
H 2.13224 -0.21764 2.16757  0.221

Results
F_max   1.543 eV Å⁻¹
Relative energy (zero: lowest compared OMol25 entry of this formula, charge and spin)   27.77 kJ/mol
Calculated total energy   -611.93155 Ha
Orbital gap   9.4 eV
E_LUMO   1.081 eV